# 1
C18H25N5O4S | ωB97M-V/def2-TZVPD

```
! wB97M-V def2-TZVPD RIJCOSX def2/J DEFGRID3
* xyz 0 1
C 0.36688 4.89326 2.52541
C 0.56598 4.03911 1.30261
C -0.51866 3.72543 0.47446
C -0.35204 2.90575 -0.64840
C -1.53251 2.58921 -1.52646
C 0.92020 2.39194 -0.93505
C 2.01962 2.69802 -0.12106
N 3.29119 2.19324 -0.40833
C 4.44920 2.93544 -0.52089
C 5.44644 2.04481 -0.79033
N 4.94706 0.75121 -0.82764
C 3.65865 0.86279 -0.59285
S 2.59524 -0.54216 -0.48072
C 3.07742 -1.12405 1.20294
C 2.05495 -0.72720 2.26554
O 1.80845 0.44594 2.50062
N 1.38438 -1.66329 3.02758
O 1.38187 -3.06740 2.75298
C 1.83112 3.52636 0.99201
H 1.29989 5.39003 2.80861
H 0.03353 4.27297 3.36283
H -0.38757 5.66310 2.33679
H -1.50263 4.11819 0.71047
H -2.33270 2.13933 -0.93105
H -1.91194 3.50502 -1.98973
H -1.25571 1.88809 -2.31940
H 1.06566 1.75617 -1.80235
H 4.54809 4.01067 -0.42736
H 6.48819 2.31055 -0.94356
H 4.05031 -0.71089 1.47939
H 3.17705 -2.21069 1.18570
H 0.76064 -1.28329 3.73818
H 0.82569 -3.26105 1.95366
H 2.67535 3.74436 1.63800
C -1.74507 -3.87016 -2.64287
N -0.90623 -3.77730 -1.44796
C -1.01643 -2.96952 -0.38449
O -0.14121 -3.02876 0.47828
C -2.18616 -1.97811 -0.18819
N -3.49090 -2.31399 -0.77961
C -4.23669 -3.34593 -0.38601
C -5.58619 -3.49808 -1.04898
O -3.87453 -4.15077 0.45871
H -1.20591 -4.40582 -3.42616
H -2.65719 -4.42407 -2.41189
H -1.99713 -2.87516 -3.01268
H -0.10477 -4.38852 -1.40736
H -1.86220 -1.02153 -0.59648
H -2.32201 -1.84964 0.88604
H -3.87024 -1.69677 -1.47695
H -5.45609 -3.60124 -2.12400
H -6.07211 -4.38995 -0.65417
H -6.19824 -2.62562 -0.82777
*
```

Its highest occupied orbital energy is -0.312 Eh. The value obtained for the energy is -1673.82474 a.u. The value obtained for the strongest force on any atom is 1.969 eV/Å. The energy relative to the best compared isomer or geometry (same formula, charge and spin) comes out at 74.6 kcal/mol. For the molar mass, the calculation gives 407.496 g mol⁻¹. The SMILES is Cc1cc(C)cc(-n2ccnc2SCC(=O)NO)c1.CNC(=O)CNC(C)=O.

---

# 2
C5H11N3 | ωB97M-V/def2-TZVPD

```
! wB97M-V def2-TZVPD RIJCOSX def2/J DEFGRID3
* xyz 2 3
C -0.29974 0.50255 -0.20527
C -0.24989 -1.55974 1.01994
C 2.13965 1.05045 0.07179
C 1.69159 -0.20087 0.85533
C -2.49476 -0.40949 -0.96893
N 0.90984 1.57717 -0.28932
N 0.35980 -0.52670 0.51978
N -1.43125 0.59738 -0.76679
H 0.24065 -2.04176 1.88310
H -1.36644 -1.99634 0.89864
H 2.73148 1.77816 0.50947
H 2.81188 0.60025 -0.71299
H 2.35815 -1.06231 0.61544
H 1.79895 -0.21932 1.99667
H -3.20147 -0.04530 -1.84819
H -3.20626 -0.54809 -0.17073
H -1.93413 -1.32793 -1.19479
H 0.77447 2.45162 -0.89274
H -1.63253 1.38029 -1.32040
*
```

Its highest occupied orbital energy (alpha / beta) is -0.593 / -0.734 Eh. The value obtained for the energy is -360.51901 a.u. The value obtained for the strongest force on any atom is 7.451 eV/Å. The expectation value of S² is 2.03. The energy relative to the best compared isomer or geometry (same formula, charge and spin) comes out at 4.6 kcal/mol. For the molar mass, the calculation gives 113.164 g mol⁻¹.

---

# 3
C16H17O8ReS | ωB97M-V/def2-TZVPD

```
! wB97M-V def2-TZVPD RIJCOSX def2/J DEFGRID3
* xyz 1 2
Re 0.27594 0.46589 0.08970
C -2.27646 -1.80141 -0.04680
C -1.48156 -2.34291 -1.24700
C -2.15146 -1.91181 -2.54920
C -0.03786 -1.93041 -1.12440
C 0.83524 -2.71091 -0.35180
C 2.19434 -2.46131 -0.29960
C 2.75924 -1.36881 -0.96650
C 4.23054 -1.16821 -0.93390
C 1.90044 -0.50041 -1.67100
C 0.50744 -0.79411 -1.80530
H -3.29636 -2.17291 -0.09180
H -2.31776 -0.71411 -0.09170
H -1.83566 -2.10281 0.90110
H -1.50716 -3.43761 -1.19110
H -2.26296 -0.83241 -2.59970
H -3.14326 -2.35291 -2.59100
H -1.58586 -2.26461 -3.40740
H 0.43074 -3.56291 0.17420
H 2.82664 -3.13561 0.25860
H 4.72534 -1.95971 -1.50000
H 4.59854 -1.23901 0.08880
H 4.52384 -0.21131 -1.35330
H 2.32974 0.27529 -2.29410
H -0.03266 -0.37761 -2.65250
O -3.54646 5.28369 0.71520
C -2.79456 4.38179 0.55200
C -3.09566 3.03889 -0.15930
O -4.17836 2.67559 -0.51090
C -1.79656 2.35329 -0.22000
C -0.78756 3.07219 0.46800
O 0.36584 2.55459 0.54950
C -1.32186 4.32959 1.03180
O -0.79676 5.12429 1.75450
O -1.48046 1.21959 -0.70870
C 1.50074 1.56179 3.44390
S 0.84104 0.12579 2.62490
O 0.78104 -0.97821 3.50950
O 1.69424 -0.12131 1.40280
O -0.47686 0.51339 2.00740
H 2.51784 1.33179 3.73200
H 0.88884 1.75449 4.31450
H 1.47664 2.39139 2.74870
*
```

Its highest occupied orbital energy (alpha / beta) is -0.454 / -0.453 Eh. The value obtained for the energy is -1697.93045 a.u. The value obtained for the strongest force on any atom is 3.632 eV/Å. The expectation value of S² is 0.80. For the molar mass, the calculation gives 555.578 g mol⁻¹.